(1)
186
Properties=species:S:1:pos:R:3:forces:R:3 method="wB97M-V/def2-TZVPD" spin_multiplicity=1 gap_ha=0.318 de_lowest_kj_mol=45.34 max_force_ha_per_bohr=0.0630 e_lumo_ev=0.233 homo_energy_ev=-8.4 energy_ha=-3202.27614 smiles=COC[C@H](C)N.COC[C@H](C)N.COC[C@H](C)N.COC[C@H](C)N.COC[C@H](C)N.COC[C@H](C)N.COCCNCCOC.COCCNCCOC.CC(C)O.CC(C)O.CC(C)O
C -9.545 0.616 -5.349 -0.2 -0.3 -0.1
C -8.425 0.322 -4.381 -0.2 -0.7 0.7
C -8.587 1.114 -3.139 -0.1 0.9 0.2
O -8.427 -1.043 -3.946 -0.2 -0.5 -1.0
H -9.441 1.605 -5.796 0.4 -0.1 -0.2
H -10.510 0.669 -4.845 0.0 -0.4 0.1
H -9.557 -0.161 -6.113 -0.2 0.2 -0.2
H -7.470 0.554 -4.852 0.2 0.0 -0.1
H -8.511 2.132 -3.521 0.1 0.5 1.0
H -7.864 0.807 -2.383 0.4 0.6 -0.1
H -9.552 0.938 -2.662 -0.2 0.1 -0.3
H -7.607 -1.163 -3.461 0.0 -0.2 0.1
C -6.060 5.016 4.777 0.4 -0.1 -0.3
C -7.453 4.520 4.422 -0.2 -0.8 0.1
C -7.659 3.006 4.597 0.4 -0.1 -0.4
O -8.376 5.178 5.232 -0.6 1.2 1.7
H -5.741 4.735 5.781 -0.4 0.2 0.2
H -5.972 6.092 4.628 -0.2 0.0 0.3
H -5.280 4.596 4.141 -0.2 -0.3 -0.3
H -7.762 4.857 3.433 0.7 -0.5 -0.7
H -6.931 2.454 4.003 -0.2 -0.1 -0.3
H -8.677 2.729 4.325 0.0 0.0 -0.4
H -7.547 2.598 5.602 0.2 0.7 0.3
H -9.268 4.856 5.083 0.1 -0.1 -0.1
C -2.909 -8.299 -5.384 -0.4 -0.5 0.2
C -3.581 -8.023 -4.002 2.0 -0.5 -0.8
C -2.554 -7.995 -2.889 -0.2 -0.9 0.5
O -4.171 -6.772 -4.082 -0.7 1.2 0.0
H -2.214 -7.509 -5.670 -0.3 0.3 0.2
H -3.707 -8.387 -6.121 0.0 0.2 -0.3
H -2.328 -9.212 -5.510 -0.1 -0.3 0.6
H -4.337 -8.765 -3.745 0.0 -0.4 -0.2
H -1.766 -7.250 -2.994 -0.3 0.1 -0.1
H -2.086 -8.977 -2.832 0.2 -0.1 -0.2
H -3.063 -7.933 -1.927 0.0 0.6 0.1
H -4.562 -6.710 -4.957 -0.2 0.3 0.0
C 7.896 -1.046 3.754 0.6 0.0 -0.1
O 7.678 -2.085 2.846 -1.1 -0.8 -0.7
C 8.772 -2.963 2.532 -0.3 0.8 1.8
C 8.298 -4.369 2.149 0.3 0.6 -1.4
N 7.745 -4.506 0.791 0.4 -0.3 0.3
C 6.337 -4.215 0.673 0.0 0.4 -1.7
C 5.888 -3.915 -0.839 -0.2 0.0 1.4
O 6.167 -2.563 -1.199 -0.6 0.1 -0.4
C 5.503 -2.142 -2.400 0.5 0.7 0.1
H 8.063 -1.412 4.767 0.3 -0.2 0.2
H 7.028 -0.389 3.818 -0.1 -0.2 -0.4
H 8.753 -0.459 3.422 0.2 0.3 0.2
H 9.337 -3.061 3.459 0.3 -0.3 0.3
H 9.440 -2.404 1.878 0.0 -0.5 -0.7
H 7.581 -4.719 2.891 -0.1 0.1 -0.1
H 9.144 -5.056 2.183 0.3 0.1 0.3
H 8.300 -4.023 0.099 0.0 0.2 0.2
H 6.059 -3.358 1.286 -0.3 0.3 -0.1
H 5.831 -5.091 1.079 -0.5 0.0 -0.3
H 4.814 -4.100 -0.854 -0.3 0.2 0.0
H 6.293 -4.552 -1.626 0.5 -0.5 0.3
H 5.865 -2.609 -3.316 0.1 -0.7 0.1
H 5.724 -1.089 -2.576 0.3 0.1 0.5
H 4.414 -2.162 -2.381 -0.1 -0.6 0.4
C 1.621 2.402 8.226 -0.5 -1.0 1.0
O 1.794 1.777 9.525 1.2 2.9 -0.9
C 1.673 0.401 9.599 -0.5 0.1 -0.3
C 1.988 0.052 11.037 -1.1 -0.3 0.5
N 1.529 -1.279 11.413 1.6 -1.2 1.0
C 2.120 -1.762 12.705 -1.9 0.0 -0.3
C 1.388 -1.174 13.937 0.3 -0.2 -0.3
O 0.015 -1.646 14.004 0.7 0.6 0.4
C -0.799 -0.852 14.891 0.3 0.5 -1.2
H 2.474 2.253 7.563 0.2 0.0 0.1
H 1.406 3.462 8.360 0.3 -0.1 0.3
H 0.735 1.978 7.754 -0.1 -0.2 -0.2
H 2.323 -0.120 8.897 0.0 -0.2 -0.2
H 0.619 0.296 9.341 -0.3 -1.4 0.1
H 1.498 0.828 11.626 0.0 0.3 0.2
H 3.054 0.122 11.250 0.1 0.0 -0.2
H 0.538 -1.429 11.533 -0.2 0.6 -0.4
H 3.203 -1.650 12.748 -0.1 0.5 0.0
H 1.937 -2.831 12.810 0.0 -0.2 -0.4
H 1.451 -0.086 13.906 -0.4 0.2 0.0
H 1.968 -1.509 14.797 -0.2 0.0 0.5
H -1.811 -1.252 14.960 0.4 -0.7 0.3
H -0.986 0.120 14.433 0.3 0.4 -0.2
H -0.320 -0.632 15.844 -0.1 -0.5 0.2
C -5.208 -3.767 -10.634 1.3 -0.1 -1.4
C -5.055 -2.998 -9.332 -0.4 -0.9 0.3
C -5.010 -1.475 -9.582 -0.7 -0.4 1.8
O -3.734 -1.097 -9.932 2.1 -0.8 -1.7
C -3.559 0.203 -10.422 -1.4 0.4 0.2
N -6.159 -3.564 -8.540 -0.6 1.2 0.4
H -5.816 -3.224 -11.357 -0.3 0.2 0.1
H -5.619 -4.775 -10.592 -0.1 0.1 0.7
H -4.260 -3.902 -11.155 0.2 0.2 0.0
H -4.184 -3.267 -8.734 0.4 0.0 -0.5
H -5.123 -0.905 -8.660 -1.1 -0.2 0.6
H -5.855 -1.251 -10.233 0.2 0.5 -0.7
H -4.227 0.361 -11.268 0.2 0.0 -0.5
H -2.534 0.459 -10.689 0.0 -0.5 0.2
H -3.929 0.901 -9.670 0.2 0.4 0.3
H -6.364 -2.985 -7.738 0.2 0.1 0.6
H -7.012 -3.471 -9.072 -0.3 -0.2 -0.3
C -1.949 -0.658 -2.142 0.4 1.2 -0.1
C -2.252 -1.222 -0.768 0.0 0.0 -0.4
C -2.253 -0.128 0.368 1.0 -0.9 -0.6
O -1.010 0.675 0.500 -1.0 -1.6 0.0
C 0.127 -0.175 0.789 -0.4 0.2 -0.6
N -3.561 -1.898 -0.841 -0.2 0.7 0.5
H -0.882 -0.468 -2.260 0.1 -0.1 -0.1
H -2.406 0.327 -2.237 -0.2 0.1 0.0
H -2.309 -1.214 -3.007 0.0 -0.5 0.4
H -1.535 -2.015 -0.555 0.5 0.3 0.3
H -2.471 -0.691 1.276 0.4 0.1 0.5
H -3.134 0.500 0.232 0.5 0.6 -0.3
H 0.353 -0.807 -0.070 -0.2 -0.3 0.0
H -0.029 -0.792 1.674 -0.2 0.0 0.1
H 1.047 0.393 0.922 -0.4 0.6 0.2
H -3.419 -2.837 -1.185 -0.1 -0.1 -0.1
H -3.914 -1.988 0.101 -0.3 -0.2 0.2
C -3.214 -5.019 4.204 -0.1 -0.4 -0.8
C -4.125 -4.173 5.107 0.5 0.6 -0.3
C -5.655 -4.255 4.775 0.6 -0.9 -0.9
O -5.925 -3.888 3.409 0.3 0.9 0.6
C -7.289 -3.768 3.106 -1.1 -0.5 -0.3
N -3.888 -4.611 6.489 -1.2 -0.1 0.0
H -2.155 -4.791 4.325 0.0 0.2 0.5
H -3.321 -4.980 3.120 -0.6 0.4 0.0
H -3.344 -6.068 4.469 0.0 -0.2 0.1
H -3.764 -3.145 5.093 -0.4 0.2 -0.4
H -6.338 -3.777 5.478 0.4 0.7 0.1
H -5.933 -5.307 4.836 0.0 -0.5 0.2
H -7.832 -4.697 3.279 0.1 -0.5 0.1
H -7.491 -3.517 2.065 0.8 -0.1 -0.2
H -7.906 -3.031 3.621 0.6 0.5 0.8
H -2.934 -4.919 6.614 0.2 0.1 -0.1
H -4.446 -5.451 6.547 0.0 -0.4 0.6
C 1.196 6.972 -1.156 -0.5 -0.2 0.5
C 0.458 6.452 -2.407 -0.1 1.1 0.7
C -1.071 6.577 -2.241 -0.7 0.5 -0.8
O -1.885 6.002 -3.329 1.4 -0.2 1.4
C -3.238 5.893 -2.945 -0.2 0.7 -1.1
N 0.933 7.394 -3.420 -0.7 -0.4 -1.1
H 0.935 7.989 -0.864 -0.9 0.0 -0.2
H 2.250 7.171 -1.353 0.2 -1.0 0.0
H 1.000 6.335 -0.294 0.5 -0.1 0.1
H 0.686 5.409 -2.627 0.2 -0.2 0.1
H -1.298 7.643 -2.244 0.1 0.3 0.0
H -1.479 6.228 -1.293 0.5 -0.5 0.2
H -3.760 5.727 -3.887 -0.2 -0.2 0.1
H -3.600 6.851 -2.570 -0.1 0.2 0.2
H -3.524 5.119 -2.233 0.5 -0.3 0.1
H 1.931 7.310 -3.553 0.2 -0.1 0.3
H 0.549 7.100 -4.306 -0.2 0.2 -0.4
C 10.385 7.614 2.389 -0.6 0.1 -0.6
C 8.897 7.483 2.693 0.5 -0.3 0.0
C 8.496 5.959 2.700 -0.3 -0.5 -1.1
O 8.611 5.324 1.381 -0.3 1.5 -0.5
C 8.383 3.922 1.257 0.1 0.7 1.6
N 8.673 8.231 3.944 -0.2 -0.8 0.7
H 10.515 7.189 1.394 0.5 -0.5 0.2
H 10.949 7.130 3.186 0.3 -0.1 -0.3
H 10.695 8.654 2.285 -0.1 0.1 0.4
H 8.364 8.006 1.899 -0.3 -0.2 0.0
H 7.460 5.899 3.031 -0.2 -0.2 0.1
H 9.109 5.339 3.355 0.2 0.3 0.5
H 8.162 3.570 0.250 0.4 0.7 -0.2
H 7.515 3.639 1.853 -0.1 -0.2 0.2
H 9.281 3.462 1.670 -0.1 -0.7 -0.2
H 9.035 7.691 4.718 1.1 -0.2 0.1
H 7.738 8.299 4.320 -0.9 0.2 -1.0
C 6.344 0.360 -11.272 0.7 -0.1 -0.2
C 5.871 1.215 -10.110 -0.9 -0.5 0.1
C 4.519 0.719 -9.526 0.8 -0.1 0.0
O 4.112 1.592 -8.479 -0.7 -0.2 -0.5
C 2.749 1.418 -8.037 1.4 0.6 0.4
N 6.871 1.201 -9.029 -0.4 0.2 -0.4
H 6.570 -0.665 -10.977 -0.4 -0.1 0.0
H 7.307 0.723 -11.630 0.2 0.3 0.2
H 5.726 0.413 -12.168 -0.4 -0.2 0.3
H 5.698 2.205 -10.530 -0.1 0.4 0.2
H 4.659 -0.284 -9.122 0.3 -0.2 0.3
H 3.779 0.563 -10.310 -0.3 0.6 -0.2
H 2.057 2.027 -8.619 -0.1 -0.3 -0.3
H 2.778 1.844 -7.034 -0.3 -0.2 0.1
H 2.469 0.367 -7.978 -0.1 0.0 -0.2
H 7.640 1.791 -9.313 0.3 -0.1 -0.1
H 6.457 1.699 -8.254 -0.1 0.0 0.4

(2)
191
Properties=species:S:1:pos:R:3:forces:R:3 method="wB97M-V/def2-TZVPD" spin_multiplicity=1 gap_ha=0.323 de_lowest_kj_mol=0.00 max_force_ha_per_bohr=0.0297 e_lumo_ev=0.464 homo_energy_ev=-8.3 energy_ha=-3524.38233 smiles=COC[C@H](C)N.COCCNCCOC.COCCNCCOC.COCCNCCOC.COCCNCCOC.COCCNCCOC.COCCNCCOC.CO.CO.CO.CO.CO
C -4.947 2.033 -8.690 -0.8 0.6 -0.4
O -4.675 1.206 -7.594 1.0 -0.1 -0.1
C -5.134 1.736 -6.376 -0.3 -0.4 0.5
C -4.808 0.803 -5.229 0.0 -0.2 0.9
N -3.471 0.994 -4.682 -0.4 0.7 -0.1
C -3.098 -0.021 -3.711 0.4 -0.1 -1.3
C -1.757 0.263 -3.102 0.9 -0.2 0.6
O -0.718 0.171 -4.063 -0.6 0.6 -0.7
C 0.482 0.821 -3.731 0.6 -0.6 0.2
H -4.383 1.802 -9.593 0.3 -0.6 0.3
H -4.751 3.093 -8.495 0.0 0.0 0.3
H -6.007 1.928 -8.956 0.0 0.2 0.0
H -6.222 1.846 -6.423 -0.1 0.2 0.0
H -4.684 2.703 -6.127 0.0 0.2 -0.3
H -5.012 -0.250 -5.481 0.1 0.1 -0.4
H -5.481 1.017 -4.389 -0.2 0.1 -0.2
H -2.808 1.101 -5.440 0.3 -0.4 0.2
H -3.068 -0.979 -4.249 0.0 -0.3 0.5
H -3.840 -0.086 -2.913 -0.1 0.1 0.0
H -1.511 -0.481 -2.334 -0.3 0.0 0.2
H -1.768 1.245 -2.615 0.0 0.1 -0.2
H 1.182 0.579 -4.533 0.0 0.1 -0.1
H 0.916 0.396 -2.816 -0.1 0.1 0.1
H 0.446 1.908 -3.617 -0.4 0.0 -0.1
C 2.656 7.847 -1.034 0.2 -0.5 0.4
O 2.271 6.625 -0.412 -0.1 0.9 0.0
C 3.273 5.648 -0.527 -0.1 -0.9 -0.3
C 2.613 4.338 -0.117 0.1 -0.1 0.2
N 1.560 3.888 -1.032 0.2 -0.2 0.0
C 0.744 2.848 -0.409 -0.6 0.3 -0.3
C -0.245 3.381 0.631 0.9 0.2 0.7
O -1.141 4.330 0.085 -0.3 -0.6 -0.5
C -2.382 4.347 0.751 -0.1 0.0 -0.3
H 2.721 7.697 -2.113 0.2 0.1 -0.1
H 3.616 8.147 -0.606 0.2 0.2 -0.3
H 1.941 8.638 -0.825 -0.3 -0.2 0.1
H 4.171 5.795 0.093 -0.3 0.4 0.3
H 3.673 5.636 -1.551 -0.2 -0.3 0.0
H 2.216 4.463 0.898 0.1 0.3 0.1
H 3.350 3.535 -0.015 0.1 0.1 -0.3
H 0.940 4.655 -1.271 0.1 0.2 0.1
H 1.372 2.063 0.017 0.1 0.2 0.2
H 0.170 2.332 -1.185 -0.1 0.1 -0.1
H 0.274 3.927 1.431 0.3 -0.3 0.1
H -0.726 2.529 1.122 -0.4 0.1 -0.2
H -3.000 5.096 0.259 0.1 0.2 0.2
H -2.271 4.570 1.817 0.0 0.1 0.0
H -2.914 3.395 0.640 0.1 -0.1 0.1
C -0.820 -5.584 0.411 0.1 -0.4 0.8
O -2.135 -5.106 0.210 0.3 0.1 -0.4
C -2.156 -4.183 -0.867 -0.4 0.9 0.8
C -3.547 -3.588 -0.954 -0.5 -0.6 -0.6
N -3.902 -2.778 0.218 0.0 -0.2 0.0
C -5.278 -2.267 0.110 0.5 0.2 0.6
C -5.578 -1.405 1.348 -0.2 -0.8 -0.4
O -6.825 -0.755 1.217 0.3 -0.1 0.2
C -6.677 0.556 0.730 -0.3 0.3 -0.5
H -0.152 -4.806 0.796 0.0 0.2 -0.2
H -0.375 -6.047 -0.473 -0.2 0.2 -0.2
H -0.874 -6.348 1.187 -0.1 0.0 0.0
H -1.809 -4.668 -1.781 -0.2 0.1 -0.2
H -1.534 -3.304 -0.633 0.5 -0.3 -0.1
H -4.288 -4.388 -1.097 0.1 -0.1 0.0
H -3.627 -2.966 -1.850 0.2 0.1 0.0
H -3.947 -3.434 0.997 0.5 0.1 0.1
H -5.964 -3.117 0.178 -0.3 0.2 -0.6
H -5.400 -1.716 -0.824 -0.1 0.0 0.0
H -4.785 -0.704 1.616 0.1 0.1 -0.2
H -5.632 -2.155 2.140 -0.3 0.4 0.4
H -6.158 0.629 -0.236 0.2 -0.3 0.0
H -6.140 1.196 1.436 -0.1 0.0 0.1
H -7.679 0.934 0.531 0.0 0.1 0.3
C 0.503 -2.756 -3.009 0.6 0.1 0.8
O 0.840 -3.657 -4.037 -0.4 -0.3 -0.1
C 0.627 -3.111 -5.322 0.2 0.7 -0.7
C -0.824 -2.798 -5.629 -1.1 -1.1 0.0
N -1.593 -4.071 -5.457 0.9 0.9 0.3
C -3.025 -3.838 -5.432 0.0 -0.9 0.3
C -3.745 -5.146 -5.171 -0.4 -0.2 0.0
O -3.599 -5.446 -3.793 -0.1 0.2 0.1
C -4.127 -6.700 -3.397 0.9 0.4 -0.1
H 1.102 -1.844 -3.092 -0.3 0.2 -0.2
H 0.790 -3.178 -2.043 0.1 -0.3 -0.2
H -0.565 -2.537 -2.916 0.0 0.1 -0.4
H 0.981 -3.810 -6.080 0.0 -0.4 0.3
H 1.249 -2.216 -5.460 -0.1 0.2 0.2
H -0.969 -2.475 -6.662 0.3 0.2 0.0
H -1.265 -2.050 -4.966 0.4 0.3 -0.1
H -1.266 -4.341 -4.531 -0.5 -0.6 -0.1
H -3.336 -3.455 -6.405 -0.1 0.2 0.1
H -3.336 -3.185 -4.605 -0.1 0.4 -0.3
H -3.358 -5.960 -5.793 0.3 0.0 0.0
H -4.813 -5.063 -5.415 -0.1 0.1 0.1
H -5.172 -6.826 -3.683 -0.1 0.0 0.0
H -4.008 -6.725 -2.315 -0.2 -0.1 0.0
H -3.492 -7.481 -3.828 -0.3 -0.3 0.0
C -0.293 -5.399 4.327 0.0 -0.5 0.9
O 1.062 -5.013 4.283 0.4 -0.2 -0.3
C 1.316 -3.638 4.461 -0.1 0.3 0.3
C 0.972 -3.134 5.863 -0.2 -0.4 -0.5
N 1.875 -3.691 6.865 0.0 0.4 -0.1
C 1.522 -3.254 8.222 0.1 -0.2 -0.6
C 2.739 -3.454 9.094 0.5 -0.6 0.4
O 2.462 -3.093 10.431 -0.1 0.4 -0.2
C 3.619 -2.844 11.182 0.5 -0.8 0.2
H -0.590 -5.560 5.372 -0.2 0.1 0.0
H -0.348 -6.383 3.865 -0.1 0.1 -0.3
H -1.013 -4.702 3.891 0.3 0.2 -0.3
H 0.779 -3.078 3.688 -0.1 0.2 0.2
H 2.387 -3.483 4.318 0.0 -0.2 -0.1
H -0.070 -3.411 6.071 -0.1 0.3 0.0
H 1.044 -2.045 5.852 0.0 0.0 0.1
H 1.798 -4.702 6.828 0.1 0.0 -0.1
H 0.631 -3.796 8.558 0.1 0.0 0.5
H 1.235 -2.202 8.204 0.2 0.1 0.0
H 3.618 -2.924 8.704 -0.3 0.6 -0.1
H 3.113 -4.490 9.050 -0.5 -0.2 0.1
H 4.139 -3.777 11.452 -0.1 -0.1 -0.1
H 3.348 -2.380 12.127 -0.1 0.3 -0.2
H 4.359 -2.267 10.618 -0.2 0.4 0.1
C 3.526 0.169 -1.011 -0.1 0.6 0.8
O 4.277 1.373 -0.911 0.1 0.0 -0.6
C 5.047 1.615 -2.086 0.7 -0.1 0.6
C 4.335 2.136 -3.311 -0.9 -0.8 -0.2
N 3.928 3.517 -3.216 0.4 0.4 0.4
C 3.417 4.083 -4.451 0.6 -0.4 -0.1
C 2.950 5.503 -4.225 -0.3 0.0 0.1
O 2.409 6.021 -5.417 0.0 -0.1 -0.2
C 1.976 7.364 -5.305 0.4 -0.6 -0.6
H 2.877 0.190 -1.886 -0.1 -0.2 0.2
H 2.959 0.156 -0.079 -0.2 -0.1 -0.5
H 4.138 -0.740 -1.008 0.3 0.1 -0.3
H 5.582 0.685 -2.309 -0.1 0.0 -0.3
H 5.818 2.343 -1.817 -0.1 0.1 0.1
H 3.450 1.515 -3.541 0.1 -0.2 0.1
H 5.010 1.908 -4.142 0.1 0.7 -0.1
H 3.255 3.615 -2.459 -0.2 -0.1 -0.2
H 2.631 3.483 -4.931 -0.2 0.0 0.1
H 4.274 4.075 -5.133 -0.2 0.2 -0.3
H 3.798 6.105 -3.875 0.0 0.1 0.0
H 2.177 5.524 -3.445 0.0 -0.1 0.2
H 2.813 7.959 -4.929 -0.3 0.3 0.3
H 1.058 7.444 -4.719 0.2 0.1 0.3
H 1.752 7.681 -6.322 0.0 0.1 0.0
C 3.708 1.966 2.655 -0.4 0.3 -0.3
C 3.619 1.888 4.172 1.1 0.4 0.1
C 2.833 3.079 4.723 -1.0 0.2 0.0
O 3.120 4.361 4.208 0.8 -0.1 -0.4
C 4.361 4.861 4.693 -0.5 -0.1 0.4
N 3.001 0.649 4.661 -0.2 0.0 -0.2
H 2.840 2.504 2.262 -0.1 -0.3 -0.1
H 3.806 0.997 2.166 -0.1 -0.1 0.1
H 4.565 2.548 2.314 0.1 0.0 0.2
H 4.654 1.907 4.539 0.0 0.2 0.1
H 2.853 3.138 5.821 0.1 -0.3 0.0
H 1.791 2.924 4.422 0.0 -0.2 0.2
H 4.640 5.766 4.160 -0.1 -0.1 -0.2
H 5.147 4.110 4.603 0.1 0.1 0.0
H 4.222 5.131 5.746 0.3 -0.1 0.1
H 3.541 -0.113 4.253 -0.1 -0.1 0.1
H 3.170 0.583 5.661 -0.1 0.0 0.0
C -2.576 0.627 0.143 -1.2 0.1 -0.5
O -1.995 -0.649 0.211 0.4 0.1 0.3
H -2.998 1.026 1.074 0.6 -0.2 0.4
H -1.884 1.341 -0.294 0.2 -0.1 0.1
H -3.468 0.610 -0.501 0.1 0.0 -0.3
H -2.677 -1.333 0.383 -0.1 -0.2 -0.1
C -2.841 -1.413 3.667 0.9 0.4 -0.3
O -1.711 -2.023 4.271 0.0 -0.1 -0.1
H -3.439 -2.176 3.174 -0.3 -0.1 0.4
H -3.384 -0.810 4.398 -0.4 -0.2 0.0
H -2.512 -0.740 2.866 -0.1 0.0 0.0
H -0.983 -1.378 4.245 0.0 0.0 0.1
C 4.842 -1.992 2.305 0.1 -1.0 0.3
O 5.108 -1.378 3.569 0.1 0.4 -0.4
H 3.806 -2.341 2.290 0.0 0.2 -0.3
H 5.069 -1.356 1.452 -0.1 0.4 0.3
H 5.479 -2.874 2.194 -0.1 0.0 -0.1
H 5.452 -2.056 4.153 0.0 0.0 0.1
C 1.033 -0.639 1.118 -0.5 -0.1 1.1
O 0.809 -0.910 -0.246 0.4 0.1 -0.1
H 0.356 -1.257 1.715 0.1 0.1 0.2
H 2.046 -0.833 1.480 0.1 -0.4 -0.6
H 0.863 0.403 1.423 -0.3 0.1 -0.3
H -0.154 -0.961 -0.323 -0.2 0.1 0.0
C -0.535 1.355 4.006 1.0 0.6 0.5
O 0.179 0.149 4.192 -0.6 -0.5 0.0
H -0.500 1.970 4.913 -0.2 -0.1 0.1
H -0.040 1.959 3.238 -0.3 0.0 -0.3
H -1.577 1.172 3.766 0.0 -0.2 -0.2
H 1.119 0.319 4.407 0.2 0.2 -0.1